{
  "formula": "C42H30HoN10O2SSe",
  "method": "ωB97M-V/def2-TZVPD",
  "s2": 6.004,
  "total_energy_ha": -6064.3378,
  "multiplicity": 5,
  "total_charge": 1,
  "species": ["Ho", "S", "C", "C", "C", "C", "C", "N", "H", "H", "H", "H", "C", "C", "C", "C", "N", "C", "C", "C", "C", "C", "C", "N", "H", "H", "H", "H", "H", "H", "H", "H", "C", "O", "C", "C", "C", "C", "C", "C", "C", "N", "C", "C", "N", "C", "C", "C", "C", "N", "C", "C", "N", "C", "C", "C", "C", "H", "H", "H", "H", "H", "H", "H", "H", "H", "H", "H", "H", "H", "H", "Se", "N", "C", "C", "C", "C", "C", "C", "N", "H", "H", "H", "H", "O", "C", "N"],
  "positions_angstrom": [[-1.489086, 1.673558, 1.070984], [-1.868110, 4.387513, 0.406753], [-0.134058, 4.454691, 0.336303], [0.559939, 5.556874, -0.177188], [1.935833, 5.503871, -0.248045], [2.597909, 4.360046, 0.194637], [1.844916, 3.335921, 0.725096], [0.510106, 3.371792, 0.816349], [-0.005120, 6.417914, -0.504009], [2.497833, 6.342462, -0.639287], [3.673298, 4.268300, 0.146288], [2.317489, 2.442011, 1.116979], [-5.615108, 3.817265, 2.254546], [-6.324611, 3.928815, 1.072250], [-5.883072, 3.232320, -0.040509], [-4.738266, 2.452784, 0.054233], [-4.031768, 2.374763, 1.190544], [-4.472769, 3.035195, 2.258664], [-4.271465, 1.573826, -1.046141], [-4.995867, 1.379515, -2.216563], [-4.604713, 0.392241, -3.104377], [-3.519047, -0.404814, -2.782363], [-2.821438, -0.112673, -1.624108], [-3.154525, 0.876283, -0.797111], [-5.930391, 4.328928, 3.152497], [-7.215699, 4.539273, 1.018934], [-6.436124, 3.301267, -0.965432], [-3.884744, 2.930533, 3.162004], [-5.873959, 1.971264, -2.428940], [-5.159322, 0.233688, -4.019407], [-3.211899, -1.233637, -3.404066], [-1.958498, -0.700787, -1.330399], [6.794754, -8.542468, -3.774229], [6.252362, -7.500306, -4.568205], [5.530898, -6.545917, -3.955724], [5.310531, -6.481664, -2.580234], [4.559709, -5.449065, -2.052392], [4.008730, -4.462364, -2.869436], [4.233609, -4.539347, -4.247159], [4.982010, -5.562738, -4.782264], [3.236029, -3.394504, -2.251474], [3.174371, -3.169249, -0.954516], [2.362663, -2.088152, -0.802812], [1.914235, -1.633382, -2.031516], [2.490388, -2.476824, -2.945881], [1.081023, -0.493113, -2.171574], [0.659042, 0.052938, -3.395324], [-0.100292, 1.196378, -3.399127], [-0.480965, 1.754512, -2.178448], [-0.129655, 1.240368, -1.012554], [0.671853, 0.155027, -0.981986], [1.122977, -0.320170, 0.314566], [0.717262, 0.355006, 1.413383], [1.155933, -0.039665, 2.593144], [2.008686, -1.131929, 2.773509], [2.419775, -1.838843, 1.672642], [1.980897, -1.430763, 0.405182], [7.300851, -9.212268, -4.462248], [6.008141, -9.088717, -3.248766], [7.518050, -8.158465, -3.051028], [5.717080, -7.231420, -1.916714], [4.388253, -5.389890, -0.986906], [3.833671, -3.787395, -4.918014], [5.164195, -5.628444, -5.846641], [2.356695, -2.460060, -3.940974], [0.944434, -0.419444, -4.327112], [-0.421105, 1.655632, -4.323535], [-1.100392, 2.645233, -2.144345], [0.811624, 0.531446, 3.448585], [2.316729, -1.415680, 3.769804], [3.073864, -2.698123, 1.740118], [-0.909399, 4.281684, 3.342364], [-1.347240, 2.561701, 3.256688], [-1.648845, 2.154061, 4.504222], [-2.084059, 0.853505, 4.854575], [-2.367861, 0.603761, 6.166103], [-2.224626, 1.601590, 7.168095], [-1.823174, 2.866013, 6.863816], [-1.528546, 3.174679, 5.512490], [-1.125352, 4.362779, 5.062114], [-2.194029, 0.108243, 4.078567], [-2.720917, -0.376839, 6.457226], [-2.437421, 1.334341, 8.194817], [-1.711225, 3.635218, 7.615590], [-3.233474, -2.453120, 1.738152], [-2.696669, -1.400939, 1.754818], [-2.153781, -0.333855, 1.771469]],
  "forces_ev_per_angstrom": [[0.05, 0.04, -0.94], [-0.23, -0.21, -0.30], [0.15, -0.02, -0.14], [0.07, -0.10, 0.03], [-0.02, 0.01, 0.02], [0.01, -0.03, 0.03], [0.01, -0.14, 0.17], [-0.09, 0.23, -0.18], [0.04, 0.01, -0.05], [-0.02, 0.00, -0.02], [0.00, 0.04, 0.01], [0.01, 0.00, -0.04], [-0.01, 0.00, -0.04], [0.06, -0.04, 0.03], [-0.02, 0.04, -0.03], [0.00, 0.06, 0.15], [0.16, 0.04, 0.17], [-0.05, 0.04, 0.06], [0.10, -0.18, -0.10], [-0.08, 0.05, 0.01], [0.05, 0.01, 0.03], [0.01, -0.02, 0.05], [0.01, -0.03, 0.02], [0.08, 0.12, 0.04], [0.02, -0.02, 0.01], [0.00, 0.00, -0.02], [0.03, -0.02, 0.00], [-0.01, 0.01, -0.01], [0.01, -0.01, 0.02], [-0.02, -0.03, 0.01], [0.00, 0.02, -0.02], [0.01, 0.01, -0.07], [0.05, -0.08, 0.07], [0.02, -0.05, -0.12], [-0.12, 0.18, 0.15], [0.08, -0.14, -0.02], [-0.13, 0.21, -0.05], [0.15, -0.28, -0.07], [-0.07, 0.06, 0.11], [0.05, -0.07, -0.13], [-0.06, 0.26, 0.29], [0.11, -0.19, 0.02], [-0.19, 0.13, -0.52], [0.21, -0.13, 0.55], [-0.03, -0.05, -0.21], [-0.08, 0.22, -0.05], [-0.03, 0.04, 0.10], [0.06, -0.05, -0.07], [0.05, 0.13, 0.03], [-0.20, -0.16, -0.05], [0.04, -0.08, -0.24], [0.18, -0.17, 0.13], [-0.25, 0.01, -0.06], [-0.10, 0.10, 0.05], [0.07, -0.11, -0.02], [-0.04, 0.07, -0.04], [-0.12, 0.15, 0.09], [-0.01, 0.01, -0.01], [0.00, 0.00, -0.02], [-0.02, 0.03, -0.01], [0.00, 0.03, -0.02], [0.01, -0.03, 0.02], [0.02, -0.01, -0.01], [-0.01, 0.02, 0.01], [0.03, -0.05, -0.02], [0.01, 0.03, -0.01], [0.00, 0.00, 0.01], [-0.05, -0.03, 0.02], [-0.04, -0.03, 0.00], [0.01, 0.04, 0.00], [-0.01, 0.01, 0.06], [0.06, 0.40, 0.32], [-0.12, -0.15, 0.62], [0.10, 0.24, -0.21], [-0.10, -0.22, 0.21], [0.03, -0.04, -0.37], [0.06, 0.26, 0.20], [-0.06, -0.14, 0.28], [0.12, -0.02, -0.44], [-0.04, -0.07, 0.44], [0.00, -0.03, 0.04], [0.04, -0.02, -0.01], [-0.03, 0.05, 0.00], [-0.01, -0.02, 0.00], [0.10, 0.13, 0.00], [-0.10, -0.07, -0.03], [0.01, -0.22, 0.10]]
}



{
  "formula": "C5H10O2",
  "method": "ωB97M-V/def2-TZVPD",
  "total_energy_ha": -346.9758,
  "multiplicity": 1,
  "smiles": "OC[C@H]1CCCO1",
  "species": ["O", "C", "C", "C", "C", "C", "O", "H", "H", "H", "H", "H", "H", "H", "H", "H", "H"],
  "positions_angstrom": [[2.819137, -0.187760, -0.556322], [1.680191, -0.624610, 0.147429], [0.372157, -0.429616, -0.604018], [-0.852544, -0.931769, 0.204222], [-1.767150, 0.300161, 0.272996], [-0.751408, 1.428678, 0.150388], [0.154079, 0.963831, -0.839790], [2.581850, 0.579176, -1.092439], [1.586949, -0.117148, 1.123416], [1.831776, -1.691944, 0.350194], [0.442848, -0.900543, -1.594538], [-0.555556, -1.252815, 1.212768], [-1.333581, -1.779104, -0.286640], [-2.374884, 0.347712, 1.182816], [-2.435052, 0.323261, -0.594051], [-0.234362, 1.589282, 1.110011], [-1.164444, 2.383206, -0.186450]],
  "forces_ev_per_angstrom": [[0.02, 0.09, -0.25], [-0.23, -0.20, 0.26], [-0.01, -0.27, -0.04], [0.07, -0.05, -0.03], [-0.03, 0.01, -0.05], [-0.14, 0.12, 0.14], [0.11, 0.12, -0.02], [-0.08, 0.02, 0.19], [0.11, -0.01, -0.15], [-0.09, 0.12, -0.01], [0.00, 0.06, 0.21], [0.01, 0.09, -0.22], [0.05, 0.05, 0.08], [0.16, -0.01, -0.15], [0.05, 0.01, 0.13], [-0.05, 0.01, -0.12], [0.06, -0.16, 0.02]]
}



{
  "formula": "C5H6LiLuO4",
  "method": "ωB97M-V/def2-TZVPD",
  "s2": 0.750,
  "total_energy_ha": -1736.9665,
  "multiplicity": 2,
  "total_charge": 3,
  "species": ["O", "C", "O", "O", "C", "C", "Li", "H", "H", "H", "Lu", "C", "C", "O", "H", "H", "H"],
  "positions_angstrom": [[2.254954, -1.781247, 0.016449], [1.499304, -0.863240, -0.200730], [1.590924, 0.356343, -0.233709], [0.090624, -1.372520, -0.354703], [-0.864530, -0.561063, -0.518704], [-2.243109, -0.976649, -0.388450], [3.998559, -2.168477, 0.508090], [-0.605242, 0.491330, -0.707568], [-2.331875, -2.064196, -0.296587], [-2.706738, -0.662222, -1.345483], [2.698547, 2.263783, 0.691129], [-3.028063, -0.181042, 0.811411], [-2.693700, 1.278132, 0.855918], [-1.911914, 1.760022, 1.645822], [-2.805628, -0.642795, 1.780486], [-3.125991, 1.908419, 0.047993], [-4.108610, -0.274497, 0.619717]],
  "forces_ev_per_angstrom": [[-0.06, 1.02, -0.20], [-0.80, -2.98, 0.40], [1.34, 3.79, 0.79], [0.77, 0.12, 0.08], [-0.41, 0.52, 0.46], [-0.66, 0.30, 0.14], [0.20, -0.76, -0.06], [-0.14, -0.33, 0.01], [-0.05, 0.26, 0.15], [-0.07, 0.00, 0.21], [-1.08, -1.16, -0.78], [-0.02, -0.82, -0.25], [0.69, 0.76, -0.39], [-0.07, -0.40, -0.39], [0.13, -0.01, -0.32], [-0.15, -0.07, 0.32], [0.39, -0.25, -0.15]]
}